DFT (wB97M-V/def2-TZVPD) results for a cluster of 2 separate species, C2H5NO3 in total.

CARTESIAN COORDINATES (ANGSTROEM)
C -0.0360 1.7410 0.1114
N 0.4242 1.0005 1.0135
O 1.5663 0.2719 0.9257
H -0.9933 2.2833 0.1509
H 0.5816 1.8281 -0.9132
H 2.1418 0.2228 0.1018
O 0.1850 -1.0758 -1.1600
C -0.3656 -1.5706 -0.2156
O -1.6780 -1.5947 0.0414
H 0.2678 -2.1965 0.4659
H -2.0937 -0.9101 -0.5218

For the energy above the lowest of the compared OMol25 structures with the same formula, charge and spin, the calculation gives 3.306 eV. Its SMILES is C=NO.O=CO. The largest force on an atom comes out at 4.31 eV Å⁻¹. The HOMO-LUMO gap comes out at 11.1 eV.

Taken from the natural (NBO) analysis, the atomic charges in e are: -0.170 -0.096 -0.556 0.208 0.150 0.466 -0.610 0.657 -0.670 0.128 0.493